27
Properties=species:S:1:pos:R:3:nbo_charge:R:1 method="wB97M-V/def2-TZVPD" fmax_ev_per_a=3.40 smiles=O.O.O.O.O.O.O.O.O relative_energy_kcal_mol=46.85 e_tot_ev=-18720.1039 multiplicity=1 orbital_gap_ev=10.99
O 1.101 1.219 -1.439 -0.97
O 2.303 -0.417 0.977 -1.00
O -0.390 -0.652 -0.032 -1.00
O -0.379 -0.500 -3.201 -0.97
O -1.219 -1.942 2.180 -0.97
O 0.718 1.238 2.558 -0.96
O 3.717 -0.108 -1.362 -0.96
O -3.300 -0.387 0.718 -0.95
O -2.061 1.650 -0.748 -0.98
H 2.094 -1.276 1.290 0.49
H -2.576 1.044 -0.195 0.49
H -0.118 1.300 2.091 0.49
H -4.213 -0.391 0.754 0.48
H 1.865 1.660 -1.812 0.50
H -2.335 1.279 -1.608 0.48
H 1.891 0.282 1.490 0.50
H 0.630 1.949 -1.011 0.49
H -0.838 0.159 -0.193 0.48
H 0.515 -0.309 -0.152 0.51
H 0.079 -1.343 -3.134 0.47
H -2.972 -1.138 0.178 0.49
H 0.006 0.067 -2.563 0.49
H -1.020 -1.575 1.338 0.49
H 0.585 0.815 3.383 0.49
H 4.505 -0.079 -0.800 0.46
H -1.651 -2.797 2.046 0.46
H 3.059 0.255 -0.743 0.49


14
Properties=species:S:1:pos:R:3:nbo_charge:R:1 method="wB97M-V/def2-TZVPD" fmax_ev_per_a=1.81 relative_energy_kcal_mol=32.66 e_tot_ev=-9741.6171 multiplicity=1 orbital_gap_ev=9.57
O 1.152 1.258 -1.445 -0.58
N -0.975 -0.268 -0.216 -0.47
N 0.449 0.922 1.305 -0.84
N 1.813 -0.888 -1.605 -0.82
C 1.188 0.140 -0.948 0.61
C 0.146 0.189 0.155 0.38
C -2.033 -0.387 0.756 -0.45
H -1.639 -0.400 1.782 0.18
H 2.071 -1.800 -1.262 0.40
H -2.792 0.397 0.677 0.19
H -0.151 1.720 1.493 0.40
H -2.522 -1.345 0.552 0.20
H 1.419 1.197 1.361 0.39
H 1.874 -0.736 -2.605 0.41


15
Properties=species:S:1:pos:R:3:nbo_charge:R:1 method="wB97M-V/def2-TZVPD" fmax_ev_per_a=4.22 relative_energy_kcal_mol=114.69 e_tot_ev=-15060.5890 multiplicity=1 charge=+1 orbital_gap_ev="8.24 / 7.61"
P -1.647 0.475 0.403 0.68
N 0.157 0.028 2.461 -0.75
C -1.319 0.211 -1.193 -0.51
C -0.027 0.639 1.066 -0.49
C 1.186 -0.221 -1.145 -0.16
C -0.093 -0.471 -1.778 -0.56
H -0.581 -1.561 -1.860 0.25
H 1.872 -1.047 -0.803 0.23
H 0.130 0.700 3.244 0.44
H -2.108 0.355 -2.017 0.27
H -0.024 -0.237 -2.810 0.27
H 1.156 -0.266 2.270 0.47
H 1.547 0.587 -1.650 0.19
H 0.306 1.613 1.198 0.21
H -0.555 -0.804 2.614 0.46


89
Properties=species:S:1:pos:R:3:lowdin_spin:R:1 method="wB97M-V/def2-TZVPD" fmax_ev_per_a=0.53 relative_energy_kcal_mol=0.00 s2=0.77 e_tot_ev=-142913.1704 multiplicity=2 charge=-2 orbital_gap_ev="4.40 / 4.39"
As 0.762 1.055 2.486 0.00
Ti -0.022 -0.692 -0.657 0.07
S 2.859 -0.282 0.512 0.01
N -1.724 -0.142 0.614 0.00
N -1.108 0.768 -1.713 0.00
N -0.215 -2.394 -0.326 0.00
N 0.909 -0.588 -2.506 0.16
C -3.216 -2.194 -1.706 0.00
C -0.804 0.951 -3.062 0.03
C -1.716 -6.285 0.238 0.00
C -1.093 1.699 -5.339 0.02
C -2.282 1.059 0.302 0.00
C 1.317 0.119 0.856 0.00
C -3.101 1.757 1.205 0.00
C -0.427 5.327 4.578 0.00
C -2.367 2.873 -1.263 0.00
C -1.918 1.589 -0.983 0.00
C -2.406 -3.421 -2.129 0.00
C 0.427 6.307 5.032 0.00
C -3.159 3.584 -0.339 0.00
C -0.528 4.033 5.207 0.00
C 2.462 1.569 3.300 0.00
C 0.744 0.207 -4.824 0.02
C 1.864 -0.602 -5.172 0.27
C 0.022 0.994 -5.743 0.05
C 0.357 3.867 6.333 0.00
C -3.390 1.122 2.431 0.00
C -1.756 -4.180 -0.981 0.00
C -2.033 -0.720 1.754 0.00
C -1.383 3.042 4.760 0.00
C -3.546 3.057 0.862 0.00
C -0.651 -5.812 0.985 0.00
C 1.974 -1.363 -2.887 0.17
C 1.261 6.115 6.141 0.00
C 0.832 -3.032 2.624 0.00
C 1.088 -4.167 1.633 0.00
C 0.421 2.784 1.622 0.00
C 2.317 -3.894 0.762 0.00
C -2.242 -5.462 -0.743 0.00
C -2.889 -0.122 2.690 0.00
C 1.199 4.864 6.768 0.00
C -1.409 -3.094 -3.246 0.00
C -0.122 -4.541 0.794 0.00
C -0.690 -3.673 -0.183 0.00
C 0.311 0.195 -3.480 0.05
C 2.456 -1.380 -4.170 0.05
C -1.519 1.683 -4.010 0.05
H -3.869 -2.430 -0.862 0.00
H 0.453 7.259 4.507 0.00
H -1.056 5.527 3.715 0.00
H -1.554 -1.671 1.949 0.00
H 3.191 -3.689 1.386 0.00
H -1.367 2.051 5.199 0.00
H -2.424 2.202 -3.731 0.00
H 1.841 4.667 7.623 0.00
H 2.149 -3.029 0.124 0.00
H -1.882 -2.494 -4.027 0.00
H 2.428 -1.953 -2.103 0.01
H -4.143 3.621 1.566 0.00
H 2.536 -4.758 0.130 0.00
H -3.838 -1.859 -2.541 0.00
H 3.141 1.992 2.559 0.00
H 0.638 -2.098 2.101 0.00
H -1.657 2.274 -6.067 0.00
H -0.562 -2.533 -2.857 0.00
H 0.348 2.911 6.850 0.00
H -2.058 3.363 -2.173 0.00
H -3.086 -0.625 3.626 0.00
H -2.118 -7.278 0.406 0.00
H 2.936 0.702 3.759 0.00
H 2.231 2.308 4.071 0.00
H 0.342 1.015 -6.779 0.00
H -3.061 -5.822 -1.358 0.00
H 2.226 -0.615 -6.192 0.02
H 3.307 -2.013 -4.393 0.00
H -0.203 -6.446 1.744 0.00
H -3.459 4.594 -0.594 0.00
H 1.936 6.890 6.485 0.00
H -3.134 -4.124 -2.548 0.00
H -0.024 -3.262 3.264 0.00
H -0.457 2.740 0.982 0.00
H 1.288 3.079 1.030 0.00
H -3.986 1.644 3.169 0.00
H -2.587 -1.354 -1.420 0.00
H -1.029 -4.014 -3.696 0.00
H -1.952 3.181 3.846 0.00
H 0.244 3.500 2.425 0.00
H 1.705 -2.879 3.264 0.00
H 1.311 -5.059 2.230 0.00


18
Properties=species:S:1:pos:R:3:nbo_charge:R:1 method="wB97M-V/def2-TZVPD" fmax_ev_per_a=1.43 smiles="C=CCCC(=O)O.O" relative_energy_kcal_mol=29.05 e_tot_ev=-11488.9271 multiplicity=1 orbital_gap_ev=10.52
O -3.895 0.704 -3.166 -0.95
O 2.222 0.351 2.243 -0.71
O 0.544 -0.462 3.471 -0.57
C 0.897 0.163 2.515 0.79
C 1.129 -0.705 -0.348 -0.19
C 1.085 -1.695 -1.225 -0.38
C 0.037 0.233 0.033 -0.43
C 0.055 0.825 1.481 -0.52
H -0.920 -0.287 -0.058 0.22
H 0.333 1.873 1.361 0.23
H 0.004 1.067 -0.660 0.22
H 0.202 -2.160 -1.658 0.19
H -2.992 0.902 -3.458 0.48
H -0.966 0.933 1.817 0.24
H 2.125 -0.419 -0.022 0.21
H -4.555 1.269 -3.572 0.48
H 2.744 -0.294 2.736 0.50
H 1.952 -2.298 -1.491 0.20


7
Properties=species:S:1:pos:R:3:nbo_charge:R:1 method="wB97M-V/def2-TZVPD" fmax_ev_per_a=0.55 relative_energy_kcal_mol=16.87 e_tot_ev=-16684.4209 multiplicity=1 charge=-1 orbital_gap_ev=7.45
Cl 0.072 -1.351 0.748 -1.00
O -3.320 1.698 2.155 -0.94
O 3.669 -0.980 -1.983 -0.95
H 3.599 -1.880 -2.300 0.46
H -4.113 1.851 1.640 0.45
H -2.675 1.392 1.517 0.49
H 2.769 -0.728 -1.775 0.49


63
Properties=species:S:1:pos:R:3:nbo_charge:R:1 method="wB97M-V/def2-TZVPD" fmax_ev_per_a=0.62 e_tot_ev=-115868.7453 multiplicity=1 charge=+2 orbital_gap_ev="6.68 / 6.68"
Ni 0.327 0.852 0.596 1.04
S 0.665 0.737 5.375 0.46
S 4.680 1.525 0.423 0.48
S 1.318 -1.350 0.592 -0.17
O -4.542 -5.212 0.215 -0.64
O -6.237 -3.811 0.385 -0.52
N 2.570 -2.342 -1.502 -0.52
N 2.783 1.464 -1.504 -0.80
N -0.080 2.790 0.415 -0.47
N -1.556 0.408 3.877 -0.79
N 0.494 0.857 2.821 -0.65
N 0.707 -1.039 -2.003 -0.52
N -1.652 0.664 0.357 -0.45
N 2.167 1.329 0.756 -0.56
C 1.532 -1.557 -1.095 0.30
C 0.248 5.143 0.611 -0.21
C 0.890 -1.339 -3.288 0.36
C 2.842 -2.611 -2.802 0.33
C -1.115 5.365 0.596 -0.12
C -0.144 -0.844 -4.242 -0.66
C -2.212 1.811 0.286 0.15
C 2.737 1.260 2.033 0.10
C -4.676 -1.545 0.452 -0.15
C -2.508 -0.509 0.312 0.07
C -2.733 -2.894 0.112 -0.20
C -1.406 3.013 0.389 0.12
C -0.226 0.651 3.894 0.26
C -1.938 -1.756 0.133 -0.15
C 1.982 -2.103 -3.734 -0.33
C 4.054 -3.428 -3.096 -0.67
C 0.728 3.843 0.524 0.08
C -1.964 4.272 0.479 -0.18
C 3.079 1.452 -0.178 0.26
C 2.102 1.051 4.477 -0.43
C 4.079 1.351 2.034 -0.40
C -3.895 -0.410 0.473 -0.22
C 1.821 1.068 3.159 0.16
C -5.058 -3.975 0.297 0.76
C -4.105 -2.803 0.277 -0.13
H 4.756 1.329 2.871 0.27
H 4.193 -3.534 -4.167 0.26
H -3.279 1.928 0.145 0.21
H 1.789 3.647 0.546 0.22
H 3.470 1.832 -2.143 0.42
H -1.515 6.367 0.675 0.25
H 0.173 -0.937 -5.278 0.24
H 0.949 5.962 0.688 0.25
H 1.820 1.634 -1.754 0.41
H -3.039 4.393 0.469 0.25
H -2.031 0.130 4.717 0.42
H -1.998 0.191 3.001 0.41
H 3.961 -4.423 -2.658 0.26
H -4.393 0.534 0.637 0.22
H 2.136 -2.297 -4.785 0.26
H -0.875 -1.840 0.001 0.23
H 3.046 1.196 4.974 0.26
H -5.748 -1.484 0.581 0.27
H -3.580 -5.210 0.187 0.48
H -2.237 -3.845 -0.045 0.21
H 3.156 -2.740 -0.778 0.44
H 4.941 -2.956 -2.670 0.25
H -1.047 -1.443 -4.103 0.26
H -0.407 0.188 -4.017 0.24


26
Properties=species:S:1:pos:R:3:nbo_charge:R:1 method="wB97M-V/def2-TZVPD" fmax_ev_per_a=2.92 smiles="C1CN2CCN[Si](=[NH+]CC2)N1" relative_energy_kcal_mol=11.90 e_tot_ev=-20297.4990 multiplicity=1 charge=+1 orbital_gap_ev=6.77
Si -0.786 0.376 1.592 2.24
N 0.442 -0.041 -1.102 -0.45
N -0.079 1.909 1.431 -1.11
N 0.237 -0.950 1.852 -1.13
N -2.058 0.176 0.490 -1.04
C -1.963 -0.815 -0.569 -0.24
C 1.320 -0.982 -0.459 -0.23
C 0.686 1.380 -0.922 -0.23
C 0.800 -1.771 0.765 -0.22
C -0.829 -0.486 -1.599 -0.22
C 1.044 1.937 0.469 -0.23
H 1.321 2.982 0.333 0.24
H 1.609 -1.749 -1.191 0.22
H 0.075 -2.517 0.431 0.19
H 1.656 -2.309 1.176 0.23
H 1.909 1.406 0.875 0.19
H 0.030 2.595 2.160 0.43
H -1.792 -1.794 -0.124 0.21
H 2.229 -0.446 -0.182 0.21
H -0.667 -1.399 -2.179 0.22
H 1.534 1.661 -1.563 0.21
H 0.256 -1.456 2.728 0.44
H -0.191 1.917 -1.286 0.22
H -1.206 0.281 -2.278 0.21
H -2.910 -0.859 -1.109 0.23
H -2.665 0.953 0.260 0.43


24
Properties=species:S:1:pos:R:3:nbo_charge:R:1 method="wB97M-V/def2-TZVPD" fmax_ev_per_a=5.68 smiles="NC(=O)[C@@](O)(C(N)=S)c1ccccc1" relative_energy_kcal_mol=31.05 e_tot_ev=-27405.0779 multiplicity=1 orbital_gap_ev=9.43
S 2.107 -2.717 0.730 -0.15
O 0.768 -0.546 2.115 -0.75
O -2.239 -1.161 0.322 -0.65
N -1.645 0.020 2.175 -0.80
N -0.191 -2.712 -0.551 -0.77
C 0.562 2.451 -2.031 -0.20
C -1.441 -0.760 1.168 0.68
C 0.374 1.095 -2.386 -0.19
C 0.586 2.678 -0.607 -0.20
C 0.107 -0.812 0.862 0.05
C 0.660 -2.092 0.278 0.11
C 0.191 0.112 -1.403 -0.24
C 0.439 1.684 0.357 -0.23
C 0.357 0.395 -0.060 0.05
H 0.727 3.716 -0.350 0.21
H -0.044 -3.561 -0.930 0.39
H 0.063 -0.857 -1.790 0.22
H 0.537 0.828 -3.380 0.21
H -2.598 0.157 2.444 0.41
H 0.361 2.083 1.409 0.23
H -0.775 0.157 2.857 0.46
H -1.290 -2.420 -0.644 0.45
H 0.798 3.220 -2.710 0.21
H 1.586 -0.960 2.125 0.50


188
Properties=species:S:1:pos:R:3:mulliken_charge:R:1 method="wB97M-V/def2-TZVPD" fmax_ev_per_a=4.20 e_tot_ev=-171979.5716 multiplicity=1 orbital_gap_ev=8.51
O 3.245 -7.530 24.557 -0.37
O -3.347 -17.564 24.151 -0.38
O -4.835 -12.562 24.411 -0.63
O 2.206 -12.135 26.227 0.14
O 3.288 -7.577 26.798 -0.40
O 4.447 -4.687 29.186 -0.56
O 1.415 -14.946 21.578 -0.23
O -3.816 -15.447 24.829 -0.03
O 5.257 -18.609 30.339 -0.59
O 0.578 -11.857 33.700 -0.63
O 4.623 -16.298 26.981 -0.05
O -1.828 -10.211 27.374 -0.43
O -2.122 -10.080 19.174 -0.55
O 0.427 -16.541 29.941 -0.34
O 7.874 -10.069 26.533 -0.38
O 5.269 -12.613 30.745 -0.05
O -2.168 -17.723 27.908 -0.71
O 0.183 -9.781 28.116 0.42
O 4.170 -16.281 24.812 -0.37
O 2.564 -15.977 30.116 0.33
O 1.458 -14.081 25.385 -0.18
O 0.674 -4.930 27.108 -0.24
O -3.528 -15.442 31.840 -0.37
O 2.174 -10.262 16.221 -0.55
O -1.200 -15.940 26.930 -0.76
O 6.134 -13.334 24.507 -0.13
O 1.700 -8.614 25.552 0.19
O 2.648 -17.103 26.225 -0.22
O 7.495 -14.284 25.956 -0.56
O 6.015 -10.978 27.331 0.67
O 1.794 -13.633 19.837 -0.57
O 3.940 -14.285 35.463 -0.58
O 5.856 -6.303 28.925 -0.43
O -0.402 -11.903 27.808 -0.21
O -3.770 -13.783 33.201 -0.37
O 5.979 -9.747 25.427 -0.51
O -0.277 -14.353 20.237 -0.33
O -5.558 -14.637 32.216 -0.59
O -2.476 -15.641 28.706 -0.44
O 6.668 -17.869 28.776 -0.40
O 1.768 -3.628 25.680 -0.38
O 2.714 -14.019 27.320 0.06
O 0.477 -5.256 24.885 -0.62
O 5.384 -4.989 27.221 -0.38
O 0.106 -11.879 22.770 -0.57
O 1.558 -8.178 30.168 -0.30
O 6.919 -15.299 24.063 -0.39
O -2.014 -15.855 23.505 -0.23
O 5.511 -16.388 29.893 0.08
O 0.999 -14.406 30.411 0.11
C -1.048 -10.064 18.576 0.55
C 6.331 -7.054 27.740 0.53
C 6.177 -14.974 22.841 -0.36
C 1.036 -14.335 20.467 0.57
C 0.211 -9.165 16.678 -0.45
C 4.500 -12.431 34.154 -0.55
C 0.313 -15.838 21.955 0.58
C -3.719 -12.241 24.082 -0.10
C -1.627 -8.814 27.064 -0.30
C 2.813 -7.851 25.726 -0.03
C -4.406 -17.676 25.104 -0.28
C 1.868 -17.015 25.053 0.40
C -2.674 -12.053 25.110 0.67
C 6.583 -10.236 26.340 -0.01
C -1.010 -14.531 27.244 2.37
C -1.424 -11.926 24.684 0.60
C 5.182 -5.286 28.494 0.74
C 3.829 -16.503 26.096 0.13
C -2.153 -15.104 32.159 0.72
C 1.398 -8.947 31.046 -0.19
C -4.378 -14.629 32.380 0.69
C 2.900 -16.407 24.073 -0.32
C 0.814 -8.568 32.344 -0.85
C 4.168 -13.858 34.360 0.19
C 5.006 -12.971 31.847 -0.40
C 2.628 -17.411 29.778 -0.28
C 1.810 -10.376 30.804 0.32
C 8.383 -11.132 27.372 -0.39
C 3.529 -13.021 27.972 1.95
C -2.976 -16.238 24.170 0.33
C -1.968 -16.532 27.892 0.40
C 1.379 -11.390 31.541 0.60
C -2.341 -14.030 33.235 -0.04
C 1.317 -15.526 30.134 -0.14
C 7.072 -11.553 28.159 0.48
C 1.041 -11.104 18.180 -0.44
C -0.378 -8.482 27.881 -0.06
C 0.556 -9.561 33.202 -0.68
C 0.017 -10.976 19.011 0.32
C -2.147 -11.830 22.170 -0.60
C 2.352 -7.989 23.546 -0.40
C -0.870 -9.116 17.440 -0.62
C 0.926 -4.630 25.825 0.70
C -0.701 -10.749 27.776 -0.30
C 6.506 -15.567 29.173 1.29
C 5.824 -17.724 29.768 0.38
C 2.078 -13.480 26.250 -0.46
C 4.878 -12.015 32.946 -0.58
C 6.150 -6.044 26.658 -0.25
C 2.315 -3.276 27.008 0.31
C -0.830 -15.252 21.216 0.32
C -4.939 -16.211 25.280 -0.50
C -1.044 -11.896 23.155 0.01
C 1.224 -10.240 16.975 0.24
C 2.791 -11.692 27.502 1.52
C 1.244 -3.903 27.942 -0.16
C 4.215 -14.851 33.291 -0.33
C 4.630 -14.409 32.088 0.71
C 5.410 -13.750 23.275 0.39
C 1.175 -17.645 29.310 -0.17
C -3.325 -12.191 22.585 -0.68
C 7.107 -16.613 28.242 -0.24
C -2.108 -14.309 28.226 -0.03
C 1.740 -9.138 24.208 0.43
C 0.791 -10.973 32.900 0.22
C 6.904 -14.284 24.911 0.59
H 1.728 -4.514 28.730 0.19
H 9.148 -10.753 27.980 0.37
H 2.433 -10.467 29.929 0.30
H 2.885 -17.934 30.686 0.31
H -0.574 -7.918 28.787 0.39
H 7.024 -11.123 29.144 0.39
H 4.563 -15.107 31.251 0.28
H 6.694 -16.656 27.214 0.02
H 0.174 -15.810 23.042 -0.61
H 1.175 -17.543 28.176 -0.28
H 2.540 -15.365 23.757 -0.25
H -1.243 -13.903 26.363 -0.21
H 8.223 -16.644 28.236 0.37
H 5.601 -6.327 25.744 0.10
H 0.001 -14.321 27.560 -0.94
H -2.848 -12.020 26.184 0.73
H -1.682 -16.001 32.554 0.23
H -1.534 -8.625 25.985 0.18
H -4.031 -17.999 26.109 0.11
H -1.447 -14.550 21.901 -0.33
H 1.046 -16.307 25.175 -0.50
H 3.885 -15.895 33.519 0.47
H -4.205 -12.291 21.954 0.47
H 0.768 -18.591 29.532 0.68
H -1.807 -13.088 33.112 0.06
H 3.166 -16.975 23.236 0.73
H 6.905 -12.620 28.230 -0.67
H 1.469 -17.989 24.783 0.50
H 5.859 -7.984 27.582 -0.50
H -2.130 -14.536 34.209 0.23
H 2.210 -10.123 24.271 0.02
H -2.561 -8.266 27.382 0.36
H 7.111 -5.663 26.337 0.34
H -1.679 -14.711 31.279 -0.59
H 5.964 -14.890 28.549 -1.15
H -0.035 -11.548 19.932 0.17
H 0.519 -3.215 28.516 0.24
H 7.232 -15.092 29.928 0.32
H -1.641 -8.417 17.341 0.49
H -0.566 -11.867 25.391 -0.27
H 5.117 -10.987 32.686 0.49
H 5.515 -15.811 22.595 0.23
H 8.820 -11.868 26.704 0.24
H 1.927 -11.720 18.348 0.49
H 2.928 -8.120 22.624 0.32
H 3.264 -3.767 27.140 -0.31
H 3.508 -13.265 29.034 -1.04
H 4.337 -13.837 23.555 -0.46
H -1.555 -15.922 20.653 0.26
H -5.165 -18.426 24.817 0.37
H -1.957 -11.658 21.145 0.40
H 1.979 -11.246 28.094 -1.51
H 5.540 -12.869 22.631 0.40
H -1.684 -13.694 29.010 0.13
H 0.436 -8.649 15.738 0.39
H 6.913 -14.700 22.045 0.31
H 0.444 -7.897 27.452 -0.29
H -5.804 -16.005 24.648 0.34
H 3.542 -10.902 27.337 0.02
H 4.571 -13.000 27.598 -0.76
H 7.408 -7.211 27.942 0.33
H -3.031 -13.878 27.852 0.17
H 0.713 -9.367 23.974 -0.18
H 0.630 -7.490 32.448 0.48
H 2.398 -2.203 26.929 0.31
H 3.380 -17.520 29.046 -0.04
H -5.151 -16.019 26.318 0.35
H 0.191 -9.518 34.238 0.42
H 1.629 -7.147 23.375 0.25
H 1.670 -12.449 31.390 0.33
H 4.407 -11.763 35.014 0.45
H 0.658 -16.834 21.681 0.34